Record 1
Density functional theory data (ωB97M-V/def2-TZVPD) for an isolated molecule of C20H23N5O5S.

Frontier orbital gap (eV): 9.21
Energy (eV): -49638.0920
HOMO energy (Eh): -0.3365
Structure (SMILES): CN1CCN(S(=O)(=O)c2cccc(C(=O)Nc3cc(C(N)=O)cc(C(N)=O)c3)c2)CC1
Lowest unoccupied orbital energy (hartree): 0.002
Energy above the lowest of the compared OMol25 structures with the same formula, charge and spin (kJ/mol): 141.20

```
54
Properties=species:S:1:pos:R:3:forces:R:3:lowdin_charge:R:1
H 3.4029 1.2230 -2.0140 0.01 0.04 0.02 0.13
N 4.7645 0.6574 -0.4895 -0.03 -0.03 -0.03 -0.23
H 0.6938 -1.8976 4.1937 0.05 0.01 0.07 0.11
H -0.6740 0.0844 -3.0279 -0.08 0.05 -0.08 0.06
H 5.7289 -1.1819 -0.5378 -0.04 -0.03 -0.03 0.13
C -1.2061 -1.5819 0.8630 -0.14 -0.13 0.08 -0.01
C -1.9993 1.2344 1.1331 -0.08 0.25 -0.13 0.05
C 3.5219 1.2759 -0.9166 -0.20 -0.11 0.13 -0.17
H 3.5677 -2.5092 -0.4652 0.18 0.03 0.08 0.12
N -3.8403 -0.3270 1.2335 -0.53 0.13 -0.20 0.15
C 0.0232 2.6517 1.1264 -0.01 0.05 -0.06 -0.52
H -0.4801 2.5717 -1.5817 0.11 0.04 -0.08 0.13
O 0.1464 -0.9125 -1.6099 0.09 -0.02 0.49 -0.30
O -3.1614 1.8770 -3.7870 -0.31 0.10 -0.05 0.07
H 5.9622 1.3688 -2.1025 0.00 0.00 -0.03 0.09
N 2.3958 -0.8296 -0.5720 -0.88 -0.49 -0.04 -0.24
C -1.1030 1.9967 0.3977 -0.20 -0.30 -0.07 -0.13
H -1.2414 0.4710 -4.6258 -0.05 0.08 0.03 0.12
C -2.2486 1.3755 -1.6207 -0.18 0.17 0.09 -0.13
H 6.8217 0.8932 -0.6199 0.09 0.03 -0.02 0.08
C 0.1657 -1.7038 0.8755 0.21 0.11 -0.61 -0.23
C -1.2138 -1.6441 3.2618 -0.19 0.02 -0.15 0.01
S 0.9944 -1.6727 -0.7207 0.22 -0.04 -0.31 0.69
H 5.8881 2.3945 -0.6510 0.06 0.06 -0.02 0.08
C 5.9180 1.3645 -1.0025 -0.04 -0.02 0.04 -0.10
H -1.8742 1.1660 2.2027 0.02 -0.01 0.09 0.14
H -4.8401 -0.3026 1.0784 0.11 -0.07 0.11 0.16
H 1.1240 4.3650 1.1144 -0.03 -0.06 0.00 0.12
C 0.8622 -1.8129 2.0634 0.12 -0.03 0.11 -0.03
H -0.1383 4.3284 -0.0689 -0.03 -0.01 0.05 0.10
H 1.3933 0.9531 -0.6475 0.08 0.19 0.05 0.10
H -3.9817 0.1447 -1.3860 -0.07 -0.12 -0.06 0.14
H -1.7632 -1.6130 4.1906 -0.05 -0.01 0.09 0.13
N 0.3981 3.8564 0.6369 0.19 0.33 -0.16 0.18
N -1.2682 0.6391 -3.6326 0.34 -0.24 -0.29 0.19
C -1.9062 -1.5113 2.0640 0.33 -0.39 0.04 -0.13
C -1.2112 2.0445 -0.9869 -0.11 -0.01 0.11 0.01
O 0.5799 2.1273 2.0694 -0.01 -0.10 0.25 0.06
C 3.6252 -1.4623 -0.1688 0.50 -0.50 -0.05 -0.18
O -4.1507 -1.9686 2.7418 0.01 -0.10 0.18 0.09
H 1.9348 -1.9156 2.0557 0.16 0.01 0.06 0.11
C -2.3039 1.3358 -3.1246 0.18 -0.03 0.17 -0.52
O 1.3390 -3.0081 -1.1067 0.12 -0.03 0.29 -0.26
C -3.3905 -1.3075 2.0708 0.04 -0.11 0.03 -0.43
H 2.3674 0.7360 0.8304 -0.03 0.00 -0.10 0.13
C -3.0258 0.5477 0.4960 0.27 0.50 -0.24 -0.24
C 2.3367 0.5735 -0.2554 -0.07 0.73 0.02 -0.17
H -1.7036 -1.5336 -0.0919 -0.14 0.12 -0.04 0.13
C 0.1623 -1.8004 3.2597 0.09 0.00 -0.06 -0.04
C 4.7818 -0.7465 -0.8633 -0.18 -0.07 0.20 -0.18
C -3.1791 0.6627 -0.8822 0.09 0.07 0.12 0.06
H 4.6863 -0.8786 -1.9551 0.03 -0.02 0.02 0.13
H 3.5345 2.3253 -0.6144 -0.05 -0.02 -0.04 0.12
H 3.7725 -1.3834 0.9175 0.00 -0.03 -0.07 0.12
```
Forces are in eV/Å.

---

Record 2
Density functional theory data (ωB97M-V/def2-TZVPD) for an isolated molecule of C21H28N4O4.

Frontier orbital gap (eV): 7.87
Energy (eV): -36379.3092
HOMO energy (Eh): -0.2947
Structure (SMILES): CCN(CC)CCN(C)c1ccc(N2C(=O)[C@H]3CC=CC[C@H]3C2=O)cc1[N+](=O)[O-]
Lowest unoccupied orbital energy (hartree): -0.006
Energy above the lowest of the compared OMol25 structures with the same formula, charge and spin (kJ/mol): 600.80

```
57
Properties=species:S:1:pos:R:3:forces:R:3:lowdin_charge:R:1
C 6.0447 1.3105 -0.1476 -0.09 0.01 0.14 -0.13
H -5.8024 -1.1976 -1.1581 0.02 0.02 -0.13 0.07
C 0.8035 0.0537 -1.4165 0.09 0.19 0.21 0.01
O -0.9970 3.0944 1.9056 -0.05 0.04 0.15 0.07
H -0.8993 -0.2886 -2.5929 -0.11 -0.06 -0.05 0.10
N -2.6896 1.1782 -1.3244 -0.12 0.16 -0.21 -0.11
H 0.9796 2.1111 1.2548 0.00 -0.01 -0.02 0.13
C 6.9884 -0.9223 -0.2685 0.01 -0.11 -0.01 -0.10
N 2.6935 0.4290 0.0817 -0.42 0.12 -0.12 0.11
C 1.3528 0.6838 -0.2974 -0.46 0.06 -0.14 -0.17
C 3.2156 -0.8501 0.1800 0.30 -0.11 0.31 -0.38
H 4.8086 -1.2637 1.5359 -0.09 0.05 -0.08 0.16
C -3.5621 0.3616 0.8549 -0.16 0.18 -0.45 -0.15
H -2.6122 0.5446 1.3634 -0.05 -0.01 0.08 0.11
H -4.1162 1.0792 -2.8161 0.02 -0.03 0.00 0.09
C -0.5070 0.2626 -1.7567 -0.05 0.07 -0.01 -0.01
C 3.5990 1.4313 0.4013 0.37 -0.07 0.10 -0.37
C 5.5788 -1.3862 -0.4663 -0.08 -0.01 0.16 -0.13
H 6.3172 2.3148 0.1721 -0.06 0.00 -0.09 0.12
C -2.4198 -1.7904 0.6406 0.16 -0.10 0.21 -0.24
C -0.7465 1.8205 0.0444 0.68 -0.97 -0.64 -0.09
H -3.7267 2.3788 0.0574 -0.20 -0.31 -0.09 0.10
H -4.6731 1.1658 -0.8022 0.05 -0.04 0.00 0.11
N -1.3616 2.8862 0.7609 -0.53 0.69 0.35 -0.35
C 0.5753 1.5655 0.4163 0.02 -0.09 -0.03 0.09
O -2.1977 3.5653 0.1847 0.30 0.20 -0.01 0.06
H 8.1986 0.7802 0.0339 0.20 -0.03 0.00 0.10
H -4.7030 -2.7612 0.4649 0.00 -0.01 0.08 0.12
H 5.1614 1.0210 1.7908 -0.08 -0.01 -0.08 0.16
H -3.2829 -0.4584 -2.5214 -0.01 -0.04 -0.06 0.09
O 3.3599 2.6068 0.3659 0.01 0.18 0.04 0.14
C 7.2115 0.3734 -0.1138 0.05 0.10 0.02 -0.09
H -2.4945 -2.7090 0.0507 0.10 0.04 -0.03 0.12
H -1.2197 -2.6844 2.1882 0.11 -0.08 0.08 0.07
C -1.3660 1.1161 -1.0213 0.26 0.19 0.19 -0.16
N -3.6172 -1.0113 0.3789 -0.01 -0.08 0.00 -0.18
C -4.8489 -1.7061 0.7082 -0.13 0.10 -0.17 -0.26
H -4.3612 0.5655 1.5772 0.06 0.03 0.07 0.13
C -6.0349 -1.1825 -0.0965 0.16 -0.19 0.22 -0.08
H -6.2925 -0.1679 0.1954 -0.07 0.14 0.00 0.06
H 5.2373 -1.0816 -1.4614 -0.05 -0.07 -0.05 0.13
C -2.1660 -2.1566 2.1067 -0.09 0.09 -0.32 -0.07
H 5.6700 1.3790 -1.1745 -0.02 0.09 -0.02 0.13
H -5.0887 -1.6363 1.7829 0.04 -0.09 -0.03 0.12
H 1.4056 -0.6287 -1.9949 0.03 -0.07 -0.06 0.12
C -3.1548 0.6273 -2.5766 0.03 -0.09 -0.19 -0.05
H 7.7786 -1.6552 -0.2555 0.20 -0.04 0.00 0.10
O 2.6021 -1.8606 -0.0382 -0.04 -0.15 -0.06 0.12
H -2.4646 0.8775 -3.3806 -0.02 -0.02 -0.04 0.09
H -2.1153 -1.2638 2.7261 0.02 0.08 0.12 0.07
C -3.7167 1.3484 -0.3168 -0.20 0.21 0.71 -0.14
H -6.9016 -1.8154 0.0787 -0.15 0.00 0.01 0.07
H -1.5644 -1.2264 0.2603 -0.01 -0.10 -0.03 0.10
C 4.6692 -0.7299 0.5921 0.05 -0.20 -0.07 -0.16
C 4.9169 0.7703 0.7549 0.11 0.19 0.01 -0.16
H -2.9552 -2.7990 2.4895 -0.06 -0.07 0.10 0.06
H 5.4908 -2.4694 -0.4010 -0.05 0.04 -0.08 0.12
```
Forces are in eV/Å.

---

Record 3
Density functional theory data (ωB97M-V/def2-TZVPD) for a 2-piece molecular cluster, C4H12O2S2 overall.

Frontier orbital gap (eV): 9.31
Energy (eV): -30104.3397
HOMO energy (Eh): -0.3288
Lowest unoccupied orbital energy (hartree): 0.013
Energy above the lowest of the compared OMol25 structures with the same formula, charge and spin (kJ/mol): 333.99

```
20
Properties=species:S:1:pos:R:3:forces:R:3:lowdin_charge:R:1
S 3.4650 5.5550 57.2900 2.58 1.45 3.47 0.79
H 0.6200 1.1140 50.3500 0.54 0.19 -0.17 0.03
H 0.7140 5.0780 52.2320 -1.05 1.54 -2.42 0.04
H 2.6930 3.7160 56.2330 -0.43 -0.91 0.67 0.04
H 0.2120 3.5590 52.9900 1.78 1.37 0.10 0.09
H -0.2290 1.5770 51.7850 0.08 0.85 -0.60 0.05
O 2.6640 3.5040 50.5310 -0.84 -1.36 1.29 -0.57
H 2.9500 5.8530 55.1940 0.93 0.21 -0.56 0.04
S 1.8830 2.8390 51.6680 0.62 0.10 -3.74 0.83
H 3.5680 3.3400 57.9470 -0.78 -0.12 -0.75 0.07
C 1.0840 4.1460 52.4770 -2.00 -2.69 2.53 -0.31
H 4.4290 3.5910 56.3920 -0.23 0.09 0.41 0.07
H 3.7630 7.3160 55.7710 0.28 -1.11 0.25 0.07
C 3.5040 3.8210 56.9550 1.41 0.19 -0.80 -0.28
H 4.9060 5.8790 55.3070 -2.37 0.45 1.02 0.12
C 3.8530 6.1960 55.7560 0.55 0.60 -2.96 -0.34
O 4.7120 5.9170 58.1300 -1.95 -0.86 -0.76 -0.57
H -0.0800 2.7960 50.2710 0.12 -1.25 1.07 0.08
H 1.9130 4.4500 53.0500 0.69 0.16 1.98 0.00
C 0.3710 1.9910 50.9410 0.07 1.09 -0.05 -0.25
```
Forces are in eV/Å.

---

Record 4
Density functional theory data (ωB97M-V/def2-TZVPD) for an isolated molecule of C5H11NO.

Frontier orbital gap (eV): 8.11
Energy (eV): -8898.6631
HOMO energy (Eh): -0.2685
Structure (SMILES): CNC(O)=C(C)C
Lowest unoccupied orbital energy (hartree): 0.030
Energy above the lowest of the compared OMol25 structures with the same formula, charge and spin (kJ/mol): 292.76

```
18
Properties=species:S:1:pos:R:3:forces:R:3:lowdin_charge:R:1
H 0.2876 2.2193 2.5645 -0.13 -0.10 -0.07 0.09
C -0.0646 -0.4850 -0.9468 0.11 -0.15 0.17 -0.38
H 0.4795 -2.3300 0.0726 -0.08 -0.09 0.00 0.07
N -0.1203 0.5495 1.3296 0.08 -0.16 -0.17 0.05
O -0.5635 1.6667 -0.6304 -0.08 -0.08 0.04 0.02
H 2.0585 -0.8552 -1.3254 -0.10 0.04 -0.05 0.07
H -1.0900 1.2068 3.0733 0.10 0.04 -0.17 0.09
H 1.4642 0.6453 -2.0589 -0.13 -0.18 0.07 0.08
C 1.1876 -0.3886 -1.8180 0.06 0.01 -0.10 -0.10
H -0.5681 -2.5317 -1.3343 0.05 0.05 0.13 0.07
C -0.5564 1.6179 2.2098 -0.07 0.15 0.02 -0.05
C -0.3666 -1.8820 -0.4756 0.02 -0.15 0.06 -0.11
H 0.2631 -0.2909 1.7355 -0.05 0.09 -0.06 0.15
C -0.1973 0.5800 0.0011 -0.06 -0.08 0.05 -0.46
H -1.2554 -1.9105 0.1671 0.16 -0.03 -0.08 0.07
H 1.0406 -0.9156 -2.7676 0.01 0.06 0.13 0.07
H -1.2268 2.2627 1.6404 0.06 -0.03 0.10 0.09
H -0.7722 0.8411 -1.4370 0.04 0.62 -0.05 0.19
```
Forces are in eV/Å.